91
Properties=species:S:1:pos:R:3:lowdin_charge:R:1 method="wB97M-V/def2-TZVPD" fmax_ev_per_a=0.84 homo_lumo_gap_ev=6.314 charge=-1 e_homo_ev=-4.302
C 1.388 4.018 -4.118 -0.05
C 0.160 3.196 -4.535 -0.27
O -0.287 2.341 -3.508 -0.16
C -1.319 2.824 -2.685 -0.18
C -0.983 2.694 -1.188 -0.17
O 0.006 1.724 -0.969 -0.07
C -0.104 0.913 0.210 -0.48
C -0.351 1.788 1.452 0.01
C 0.622 2.918 1.642 -0.42
O 1.519 3.317 1.004 0.19
F 0.304 3.569 2.827 0.04
O 1.085 0.259 0.355 0.01
B 0.850 -1.081 1.025 -0.64
C 1.153 -1.130 2.623 -0.11
C 2.618 -0.932 3.070 -0.20
C 3.409 0.169 2.334 -0.16
C 4.504 -0.363 1.416 -0.16
O 5.602 0.584 1.281 -0.06
C 5.298 1.790 0.760 -0.38
O 4.982 1.986 -0.369 0.10
O -0.651 -1.283 0.817 -0.07
C -1.134 -0.238 0.022 -0.49
C -2.641 -0.062 0.362 -0.16
C -3.114 -0.494 1.757 -0.18
C -3.001 0.508 2.915 -0.22
C -4.120 0.267 3.924 -0.25
S -4.161 1.417 5.274 0.58
O -2.891 1.461 5.923 -0.27
O -5.344 1.185 6.047 -0.29
O -4.350 2.827 4.531 -0.16
P -1.166 -0.752 -1.836 1.01
C -1.250 -2.570 -1.607 -0.28
C 0.535 -0.611 -2.535 -0.24
H 1.742 3.641 -3.156 0.09
H 1.159 5.080 -4.010 0.06
H 2.205 3.905 -4.833 0.07
H 0.403 2.553 -5.386 0.12
H -0.656 3.861 -4.850 0.10
H -1.506 3.889 -2.885 0.12
H -2.248 2.280 -2.906 0.10
H -1.913 2.462 -0.665 0.11
H -0.639 3.670 -0.812 0.12
H -1.337 2.254 1.491 0.12
H -0.276 1.166 2.342 0.12
H 1.498 -1.934 0.420 0.12
H 0.847 -2.138 2.943 0.09
H 0.494 -0.456 3.192 0.08
H 2.626 -0.688 4.140 0.10
H 3.118 -1.903 2.998 0.07
H 3.920 0.781 3.089 0.11
H 2.740 0.824 1.774 0.10
H 4.960 -1.242 1.862 0.10
H 4.119 -0.636 0.432 0.13
H 5.480 2.610 1.474 0.14
H -3.012 0.943 0.129 0.10
H -3.174 -0.718 -0.336 0.08
H -4.185 -0.717 1.649 0.11
H -2.616 -1.428 2.019 0.12
H -3.077 1.524 2.512 0.10
H -2.040 0.425 3.421 0.11
H -5.106 0.303 3.455 0.11
H -3.998 -0.690 4.439 0.12
H -4.544 2.704 3.593 0.08
H -2.058 -2.846 -0.928 0.04
H -0.320 -2.933 -1.163 0.04
H -1.386 -3.022 -2.592 0.03
H 0.510 0.146 -3.323 0.01
H 1.259 -0.292 -1.789 0.04
H 0.838 -1.564 -2.974 0.04
C 5.130 -6.235 2.831 -0.17
C 3.960 -6.121 3.791 -0.17
O 3.328 -4.897 3.410 -0.19
S 3.445 -4.682 1.826 0.61
O 2.270 -5.148 1.189 -0.20
O 3.975 -3.392 1.596 -0.21
O 4.602 -5.776 1.585 -0.19
H 5.959 -5.589 3.128 0.13
H 5.481 -7.257 2.706 0.13
H 4.265 -6.043 4.831 0.13
H 3.254 -6.945 3.668 0.13
C -4.086 1.169 -6.524 -0.17
C -3.181 1.820 -5.494 -0.17
O -2.895 0.761 -4.582 -0.23
S -2.797 -0.630 -5.348 0.57
O -1.452 -0.930 -5.677 -0.22
O -3.631 -1.577 -4.702 -0.23
O -3.517 -0.129 -6.705 -0.20
H -5.108 1.064 -6.153 0.13
H -4.088 1.686 -7.480 0.13
H -3.663 2.626 -4.946 0.13
H -2.249 2.177 -5.937 0.13



73
Properties=species:S:1:pos:R:3:lowdin_charge:R:1 method="wB97M-V/def2-TZVPD" fmax_ev_per_a=2.15 homo_lumo_gap_ev=4.783 charge=+3 e_homo_ev=-14.680
Bi 1.833 -1.651 -0.627 1.03
P 3.509 0.246 -1.519 0.67
P -0.931 -0.566 -2.650 0.83
P 1.647 -0.618 1.864 0.66
H -2.909 -3.311 0.480 0.06
C -2.622 -2.735 1.368 -0.07
C -3.133 -1.516 1.614 -0.09
H -3.886 -1.068 0.953 0.07
C 5.021 -0.530 -2.181 -0.23
C 2.898 1.303 -2.878 -0.23
C 4.133 1.437 -0.285 -0.22
C -2.314 -1.489 -1.982 -0.18
C -1.470 1.086 -3.111 -0.19
C -0.275 -1.393 -4.098 -0.19
C 0.364 -1.474 2.841 -0.22
C 1.259 1.147 2.123 -0.22
C 3.151 -0.848 2.876 -0.25
H -1.956 -3.240 2.075 0.06
H -2.925 -0.979 2.550 0.07
H 5.877 0.132 -1.986 0.08
H 4.912 -0.679 -3.264 0.07
H 5.196 -1.502 -1.697 0.01
H 3.750 1.649 -3.482 0.09
H 2.374 2.177 -2.467 0.06
H 2.206 0.750 -3.532 0.03
H 5.143 1.750 -0.588 0.08
H 4.190 0.990 0.718 0.03
H 3.478 2.319 -0.249 0.06
H -2.422 -2.426 -2.547 0.08
H -3.234 -0.899 -2.099 0.09
H -2.186 -1.735 -0.919 0.01
H -2.053 1.028 -4.041 0.09
H -0.596 1.730 -3.282 0.07
H -2.090 1.530 -2.322 0.06
H -0.905 -1.156 -4.969 0.09
H -0.276 -2.482 -3.945 0.08
H 0.752 -1.060 -4.307 0.05
H 0.667 -2.518 3.005 0.06
H -0.617 -1.474 2.343 0.00
H 0.271 -0.979 3.820 0.09
H 1.404 1.393 3.186 0.09
H 0.215 1.348 1.848 0.02
H 1.916 1.787 1.518 0.04
H 2.911 -0.608 3.923 0.09
H 3.961 -0.188 2.537 0.05
H 3.497 -1.890 2.808 0.01
C 2.878 -4.920 0.314 -0.63
C 1.540 -5.060 0.725 -0.16
C 0.925 -6.315 0.688 -0.06
C 1.640 -7.439 0.253 -0.03
C 2.977 -7.304 -0.155 -0.04
C 3.594 -6.052 -0.130 -0.11
Se 3.776 -3.216 0.296 0.65
H 0.093 -0.425 -1.614 -0.14
H 0.980 -4.177 1.045 0.05
H -0.116 -6.414 1.001 0.12
H 1.158 -8.417 0.230 0.13
H 3.539 -8.176 -0.492 0.13
H 4.628 -5.930 -0.457 0.11
N -1.539 1.245 0.482 0.06
C -2.225 2.427 0.621 -0.35
C -3.468 2.452 1.289 -0.04
C -4.142 3.663 1.456 -0.06
C -3.584 4.855 0.973 -0.07
C -2.343 4.835 0.321 -0.07
C -1.660 3.632 0.141 -0.06
H -1.969 0.364 0.753 0.05
H -0.769 1.184 -0.175 0.05
H -3.881 1.512 1.664 0.10
H -5.106 3.671 1.964 0.12
H -4.114 5.800 1.109 0.12
H -1.902 5.761 -0.052 0.12
H -0.687 3.602 -0.356 0.09



76
Properties=species:S:1:pos:R:3:lowdin_charge:R:1 method="wB97M-V/def2-TZVPD" fmax_ev_per_a=0.64 homo_lumo_gap_ev="7.900 / 6.938" charge=+2 spin_multiplicity=5 e_homo_ev="-14.313 / -15.453"
Ru -2.525 -0.358 0.606 1.14
N -2.655 -0.849 2.702 -0.07
C -3.730 -1.854 2.903 -0.10
C -4.689 -1.847 1.723 -0.54
O -5.674 -2.501 1.662 0.18
O -4.296 -1.019 0.706 -0.22
H -1.782 -1.165 3.114 0.10
H -2.898 0.014 3.184 0.12
H -4.292 -1.666 3.816 0.15
H -3.292 -2.850 2.972 0.14
C -1.693 -2.414 -1.436 -0.18
Si -2.425 -1.081 -2.529 0.45
C -3.899 -1.788 -3.392 -0.14
C -1.127 -0.308 -3.611 -0.15
N -2.961 0.188 -1.330 -0.13
C -3.710 1.250 -1.576 -0.26
C -4.101 1.639 -2.903 0.02
C -4.889 2.732 -3.117 -0.02
C -5.332 3.514 -2.037 0.01
C -4.957 3.206 -0.727 0.03
C -4.170 2.115 -0.526 -0.18
F -3.769 1.823 0.739 0.02
H -1.742 -3.356 -1.990 0.06
H -2.252 -2.618 -0.511 0.02
H -0.647 -2.240 -1.183 -0.01
H -3.568 -2.619 -4.020 0.06
H -4.431 -1.089 -4.035 0.04
H -4.608 -2.182 -2.661 0.05
H -0.271 -0.979 -3.711 0.04
H -0.773 0.635 -3.192 0.03
H -1.496 -0.110 -4.619 0.05
H -3.755 1.045 -3.737 0.10
H -5.176 3.002 -4.124 0.13
H -5.966 4.371 -2.218 0.13
H -5.273 3.808 0.113 0.14
C 2.456 -2.385 -0.473 -0.09
C 2.809 -1.742 0.878 -0.61
C 1.904 -2.391 1.942 -0.09
C 4.281 -2.093 1.207 -0.06
Si 2.706 0.150 0.840 0.94
Br -0.224 0.371 0.598 0.36
C 2.787 1.113 2.468 -0.62
C 2.039 0.422 3.621 -0.09
C 4.292 1.186 2.833 -0.06
C 2.248 2.551 2.369 -0.09
C 3.028 1.042 -0.793 -0.62
C 4.570 1.004 -0.941 -0.06
C 2.392 0.361 -2.018 -0.10
C 2.560 2.507 -0.812 -0.09
H 2.412 -3.467 -0.329 0.10
H 3.215 -2.199 -1.230 0.08
H 1.490 -2.061 -0.860 0.05
H 1.948 -3.472 1.800 0.10
H 0.860 -2.087 1.844 0.04
H 2.230 -2.193 2.958 0.07
H 4.372 -3.182 1.219 0.11
H 4.594 -1.735 2.186 0.07
H 4.983 -1.719 0.461 0.08
H 2.516 -0.501 3.938 0.07
H 0.994 0.217 3.382 0.05
H 2.056 1.096 4.480 0.10
H 4.743 0.209 2.996 0.07
H 4.383 1.743 3.768 0.11
H 4.881 1.718 2.085 0.08
H 1.236 2.604 1.969 0.05
H 2.890 3.200 1.783 0.07
H 2.224 2.965 3.380 0.10
H 4.965 -0.013 -0.984 0.08
H 5.084 1.543 -0.145 0.08
H 4.831 1.491 -1.883 0.11
H 2.813 -0.615 -2.239 0.06
H 2.589 0.996 -2.885 0.10
H 1.310 0.263 -1.924 0.03
H 3.112 3.138 -0.122 0.07
H 1.494 2.614 -0.609 0.06
H 2.746 2.899 -1.814 0.10



73
Properties=species:S:1:pos:R:3:lowdin_charge:R:1 method="wB97M-V/def2-TZVPD" fmax_ev_per_a=2.46 homo_lumo_gap_ev="3.521 / 4.340" charge=+3 e_homo_ev="-15.769 / -15.746"
Ga 0.204 -0.160 -0.382 0.22
P -0.737 1.021 2.065 0.83
P 1.565 -1.883 1.101 0.81
P -1.959 0.998 -1.512 0.83
H -0.658 -7.667 -5.550 0.06
C -0.835 -6.918 -6.333 -0.10
C 0.175 -6.412 -7.057 -0.07
H 1.211 -6.728 -6.891 0.06
C -2.212 0.190 2.777 -0.24
C 0.362 1.045 3.532 -0.24
C -1.280 2.769 2.016 -0.21
C 2.425 -3.024 -0.039 -0.23
C 2.893 -1.441 2.284 -0.22
C 0.489 -3.006 2.079 -0.23
C -2.000 0.637 -3.306 -0.23
C -2.182 2.816 -1.539 -0.23
C -3.581 0.351 -0.953 -0.23
H -1.877 -6.635 -6.527 0.06
H -0.004 -5.694 -7.866 0.06
H -2.468 0.664 3.734 0.08
H -1.986 -0.871 2.936 0.05
H -3.057 0.266 2.082 0.04
H -0.168 1.519 4.372 0.08
H 1.271 1.622 3.314 0.05
H 0.654 0.026 3.819 0.04
H -2.288 2.865 2.444 0.07
H -1.295 3.138 0.983 0.02
H -0.581 3.386 2.598 0.07
H 3.186 -3.596 0.512 0.08
H 2.915 -2.442 -0.830 0.06
H 1.714 -3.717 -0.508 0.05
H 3.009 -2.240 3.032 0.08
H 2.659 -0.498 2.794 0.02
H 3.838 -1.325 1.735 0.07
H 1.073 -3.869 2.426 0.08
H -0.340 -3.354 1.449 0.05
H 0.076 -2.471 2.945 0.05
H -2.687 1.347 -3.789 0.07
H -2.341 -0.391 -3.485 0.06
H -0.997 0.757 -3.734 0.05
H -2.661 3.091 -2.488 0.07
H -1.204 3.311 -1.481 0.04
H -2.813 3.139 -0.702 0.06
H -4.323 0.495 -1.749 0.08
H -3.907 0.875 -0.045 0.05
H -3.483 -0.720 -0.736 0.05
C 0.110 -2.090 -2.645 -0.33
C -0.835 -2.938 -2.019 0.00
C -1.391 -3.987 -2.741 0.01
C -1.015 -4.223 -4.068 0.04
C -0.050 -3.408 -4.672 0.01
C 0.535 -2.370 -3.961 0.06
O 0.622 -1.003 -2.061 -0.11
H -0.997 -0.917 0.304 0.02
H -1.127 -2.750 -0.980 0.09
H -2.133 -4.625 -2.261 0.14
H -1.459 -5.049 -4.623 0.11
H 0.250 -3.590 -5.704 0.13
H 1.308 -1.729 -4.382 0.15
C 4.038 4.891 -1.115 0.00
C 3.160 3.690 -0.924 -0.21
C 3.192 2.925 0.242 0.03
C 2.367 1.818 0.379 -0.09
N 1.514 1.427 -0.606 -0.03
C 1.505 2.144 -1.762 -0.09
C 2.270 3.290 -1.920 0.03
H 3.440 5.803 -1.252 0.11
H 4.692 5.036 -0.249 0.10
H 4.673 4.789 -2.005 0.11
H 3.860 3.192 1.058 0.14
H 2.397 1.214 1.294 0.09
H 0.874 1.779 -2.575 0.11
H 2.175 3.862 -2.838 0.14



76
Properties=species:S:1:pos:R:3:lowdin_charge:R:1 method="wB97M-V/def2-TZVPD" fmax_ev_per_a=1.36 homo_lumo_gap_ev="2.210 / 2.262" charge=+4 e_homo_ev="-18.033 / -18.071"
Os 1.166 2.047 0.644 0.96
C 0.174 0.947 3.815 -0.11
C 1.698 1.023 3.920 -0.33
P 2.509 2.010 2.635 0.88
C 2.291 3.796 2.936 -0.31
C 1.097 4.228 2.083 -0.15
C 4.263 1.575 2.541 -0.37
C 4.950 1.752 3.901 -0.09
H -0.200 0.277 4.588 0.10
H -0.142 0.540 2.850 0.04
H -0.298 1.917 3.975 0.08
H 2.151 0.029 3.867 0.11
H 2.002 1.455 4.878 0.12
H 3.200 4.310 2.617 0.11
H 2.138 4.023 3.993 0.12
H 1.297 4.072 0.977 0.04
H 0.934 5.309 2.075 0.13
H 0.153 3.772 2.391 0.08
H 4.715 2.217 1.781 0.09
H 4.322 0.542 2.190 0.10
H 4.875 2.777 4.266 0.09
H 6.009 1.520 3.792 0.11
H 4.544 1.077 4.653 0.09
C 5.174 2.892 -3.448 0.02
N 4.487 2.129 -2.389 0.01
C 3.346 2.464 -1.862 -0.65
N 2.692 3.561 -2.187 0.19
S 2.712 1.293 -0.628 0.73
H 5.999 2.293 -3.817 0.12
H 5.564 3.829 -3.051 0.12
H 4.486 3.079 -4.273 0.11
H 4.936 1.287 -2.051 0.15
H 3.052 4.212 -2.874 0.15
H 1.759 3.721 -1.846 0.11
C -1.521 -6.520 -0.333 -0.08
C -1.578 -5.084 0.167 -0.29
C -0.225 -4.383 0.105 -0.28
C -0.263 -2.976 0.725 -0.30
Ge -1.566 -1.969 -0.286 1.10
C -1.326 -1.693 -2.183 -0.30
C -2.084 -2.808 -2.928 -0.30
C -1.931 -2.682 -4.442 -0.27
C -2.678 -3.778 -5.191 -0.09
H -2.516 -6.958 -0.393 0.09
H -0.926 -7.139 0.337 0.09
H -1.071 -6.576 -1.326 0.08
H -1.955 -5.057 1.194 0.12
H -2.309 -4.523 -0.443 0.08
H 0.094 -4.317 -0.941 0.11
H 0.539 -4.975 0.613 0.13
H 0.712 -2.489 0.661 0.07
H -0.572 -3.017 1.771 0.08
H -3.025 -1.980 0.168 0.01
H -0.261 -1.732 -2.422 0.08
H -1.710 -0.713 -2.477 0.07
H -3.148 -2.781 -2.666 0.12
H -1.716 -3.791 -2.614 0.10
H -0.868 -2.713 -4.693 0.11
H -2.302 -1.699 -4.752 0.11
H -2.358 -4.768 -4.863 0.08
H -2.492 -3.713 -6.261 0.08
H -3.755 -3.706 -5.036 0.08
I -7.760 2.343 0.352 1.32
C -5.752 1.948 0.366 -0.68
C -4.883 2.780 -0.354 -0.08
C -3.527 2.519 -0.325 0.02
C -3.045 1.418 0.390 -0.10
C -3.918 0.594 1.107 0.00
C -5.274 0.858 1.107 -0.08
C -1.580 1.133 0.427 -0.49
O -0.807 2.187 0.455 -0.17
O -1.095 -0.006 0.460 -0.08
H -5.267 3.621 -0.917 0.12
H -2.847 3.165 -0.863 0.13
H -3.539 -0.235 1.688 0.12
H -5.953 0.235 1.674 0.12



73
Properties=species:S:1:pos:R:3:lowdin_charge:R:1 method="wB97M-V/def2-TZVPD" fmax_ev_per_a=3.92 homo_lumo_gap_ev="5.206 / 5.427" charge=+4 spin_multiplicity=3 e_homo_ev="-20.105 / -20.192"
W 0.374 -0.496 -0.607 0.80
P -0.538 1.583 0.543 0.76
P -2.181 -1.051 -0.748 0.72
P 2.472 0.602 -0.688 0.66
H 1.753 -1.951 -5.259 0.08
C 2.581 -1.902 -4.558 0.00
C 2.708 -2.770 -3.523 -0.06
H 2.437 -3.824 -3.574 0.11
C -0.930 3.165 -0.322 -0.19
C -2.008 1.572 1.670 -0.23
C 0.570 2.099 1.938 -0.21
C -2.743 -2.582 -1.629 -0.22
C -3.236 -1.242 0.752 -0.23
C -3.036 0.311 -1.649 -0.23
C 3.665 -0.070 -1.887 -0.23
C 3.488 0.564 0.834 -0.21
C 2.383 2.396 -1.064 -0.21
H 3.428 -1.264 -4.882 0.12
H 3.326 -2.451 -2.673 0.05
H -1.258 3.916 0.408 0.09
H -1.748 3.010 -1.033 0.06
H -0.075 3.562 -0.872 0.04
H -2.047 2.508 2.246 0.09
H -1.907 0.759 2.396 0.04
H -2.954 1.476 1.131 0.05
H 0.093 2.922 2.489 0.09
H 1.555 2.437 1.617 0.03
H 0.703 1.264 2.636 0.04
H -3.785 -2.801 -1.356 0.08
H -2.131 -3.430 -1.302 0.06
H -2.653 -2.486 -2.721 0.03
H -4.247 -0.858 0.553 0.09
H -2.823 -0.686 1.592 -0.01
H -3.290 -2.297 1.052 0.07
H -3.951 -0.068 -2.117 0.08
H -2.389 0.727 -2.430 0.04
H -3.318 1.102 -0.947 0.04
H 4.561 0.565 -1.897 0.10
H 3.244 -0.121 -2.896 0.03
H 3.956 -1.084 -1.599 0.06
H 4.242 1.362 0.823 0.10
H 3.995 -0.407 0.888 0.07
H 2.885 0.701 1.733 0.02
H 3.399 2.773 -1.232 0.09
H 1.943 2.954 -0.232 0.03
H 1.784 2.570 -1.964 0.06
C -0.445 -1.029 -4.150 -0.49
C -0.259 0.275 -4.604 -0.10
C -0.950 0.684 -5.757 0.00
C -1.709 -0.256 -6.474 0.02
C -1.899 -1.561 -6.003 0.01
C -1.218 -1.973 -4.857 -0.09
S 0.456 -1.633 -2.638 0.85
H 1.378 -0.531 -2.229 -0.11
H 0.441 0.921 -4.061 0.11
H -0.887 1.731 -6.065 0.14
H -2.104 0.041 -7.442 0.14
H -2.506 -2.267 -6.564 0.14
H -1.258 -3.010 -4.516 0.13
N 0.591 -1.903 0.984 -0.04
C 0.578 -1.536 2.403 -0.30
C 1.761 -1.131 3.004 -0.06
C 1.759 -0.725 4.347 -0.01
C 0.585 -0.852 5.095 0.00
C -0.618 -1.200 4.465 -0.01
C -0.622 -1.571 3.107 -0.03
H 1.491 -2.342 0.774 0.13
H -0.108 -2.634 0.852 0.12
H 2.693 -1.142 2.439 0.10
H 2.670 -0.343 4.808 0.14
H 0.621 -0.753 6.187 0.15
H -1.550 -1.200 5.037 0.14
H -1.542 -1.906 2.624 0.10